1.
C6H11O2PS2 | ωB97M-V/def2-TZVPD

```
22
Properties=species:S:1:pos:R:3
C 2.41761 1.23047 0.86140
C -1.72661 -1.35898 -1.18124
C -2.26075 -0.04414 -0.81130
C -0.30952 -1.54601 -0.73700
C -3.02178 0.21184 0.44848
C 3.67567 1.78906 0.34066
O 0.95310 -2.03359 1.49903
O 0.06997 0.30095 1.24034
P 0.86886 1.49695 0.37578
S -4.20271 1.31709 0.53567
S -0.20212 -1.28939 1.10534
H 2.61285 0.75350 1.80475
H -2.32772 -2.05591 -0.68015
H -1.90167 -1.61801 -2.25504
H -1.41505 0.67238 -0.76743
H -2.92110 0.39488 -1.70774
H 0.03626 -2.65934 -0.91319
H 0.44695 -0.80004 -1.01191
H -2.93421 -0.58125 1.29141
H 3.63830 2.79450 -0.24815
H 4.08688 1.04738 -0.33537
H 4.41680 1.97765 1.14566
```

Results
- HOMO (eV) = -8.7
- LUMO (Ha) = -0.0110
- ΔE to the lowest compared entry with this formula, charge and spin (kcal/mol) = 0.0
- Kohn-Sham gap (hartree) = 0.30877

2.
C2H2N2OS | ωB97M-V/def2-TZVPD

```
8
Properties=species:S:1:pos:R:3
O 1.62121 0.65135 -0.21284
C 0.49197 0.24289 -0.06514
C -0.02143 -1.13335 -0.18093
N -1.27275 -1.31931 0.04050
S -2.09790 0.01653 0.40636
N -0.57893 1.03271 0.25886
H 0.61095 -1.96650 -0.43426
H -0.55337 2.02030 0.43400
```

Results
- HOMO (eV) = -9.3
- SMILES string = O=c1cns[nH]1
- LUMO (Ha) = 0.0059
- ΔE to the lowest compared entry with this formula, charge and spin (kcal/mol) = 10.8
- Kohn-Sham gap (hartree) = 0.34597

3.
C58H66N10O4 | ωB97M-V/def2-TZVPD

```
138
Properties=species:S:1:pos:R:3
C -30.39488 4.24565 -4.86161
C -31.16249 3.80819 -3.58953
O -31.34170 2.36008 -3.42757
C -30.33267 1.61360 -2.97883
C -30.54184 0.13290 -3.09450
O -29.22024 2.09482 -2.70165
H -30.28803 5.31178 -5.06176
H -30.98482 3.87372 -5.69929
H -29.44355 3.71583 -4.91031
H -30.58246 4.14321 -2.72964
H -32.14851 4.27058 -3.54427
H -31.44745 0.00066 -3.68650
H -30.69048 -0.29911 -2.10487
H -29.64149 -0.23270 -3.58827
C -29.07565 -4.91347 -2.87723
C -30.02489 -5.07703 -4.08075
O -29.46014 -4.75590 -5.34786
C -29.22535 -3.47769 -5.76020
C -28.48005 -3.34708 -7.08365
O -29.49582 -2.48257 -5.08234
H -28.89056 -3.84857 -2.73638
H -28.16115 -5.49180 -3.00885
H -29.56404 -5.22390 -1.95355
H -30.28075 -6.12110 -4.26120
H -30.93754 -4.52756 -3.84999
H -28.76889 -4.10926 -7.80737
H -27.40120 -3.48551 -7.01290
H -28.76775 -2.38170 -7.50002
C -20.04942 -0.65052 -4.26614
C -20.72319 -0.30754 -5.48502
C -20.35636 -0.97364 -6.64084
N -19.53473 -2.07324 -6.67848
C -19.04302 -2.51815 -5.49581
C -19.28506 -1.87363 -4.30817
H -20.18911 -0.16237 -3.31294
H -21.32406 0.58975 -5.46969
H -20.65276 -0.61909 -7.61698
H -18.31133 -3.31154 -5.45639
H -18.82376 -2.34135 -3.45093
C -23.01835 -3.52958 -4.86135
C -24.28119 -3.57953 -5.47943
C -25.38941 -3.83882 -4.68954
N -25.32311 -3.94691 -3.32360
C -24.10783 -3.77177 -2.75003
C -22.95978 -3.59796 -3.49433
H -22.08694 -3.38502 -5.38856
H -24.39800 -3.49159 -6.54948
H -26.34495 -4.05030 -5.14628
H -24.08442 -3.83257 -1.67199
H -21.97865 -3.61353 -3.04319
C -25.92788 2.18778 -8.37761
C -27.31476 2.05164 -8.16526
C -28.01192 3.03416 -7.40863
N -27.36331 4.05147 -6.84664
C -26.03934 4.23148 -7.09686
C -25.27512 3.28626 -7.78859
H -25.39812 1.49376 -9.01329
H -27.93126 1.21259 -8.45221
H -29.07527 2.98269 -7.22687
H -25.54489 5.05740 -6.60720
H -24.23609 3.56163 -7.89343
C -21.99232 3.89613 -3.81217
C -22.76086 4.74322 -4.52679
C -22.15124 5.55845 -5.49139
N -20.81091 5.63494 -5.67430
C -20.02915 4.87848 -4.88008
C -20.60799 3.92889 -4.01595
H -22.42222 3.12404 -3.19132
H -23.82982 4.77462 -4.37603
H -22.90148 6.07529 -6.07140
H -19.00649 5.16032 -5.08295
H -19.92804 3.22084 -3.56568
C -22.17885 0.11181 1.20718
C -21.25163 0.76840 0.44926
C -21.30573 0.71591 -0.91767
N -22.27574 -0.04241 -1.56384
C -23.22478 -0.60838 -0.77323
C -23.24567 -0.46435 0.55912
H -22.09704 0.18096 2.28185
H -20.40272 1.19229 0.96508
H -20.62541 1.28723 -1.53181
H -24.02790 -1.03776 -1.35378
H -24.10968 -0.83704 1.08921
C -24.25291 3.34312 0.87351
C -24.60146 2.97690 -0.38393
C -24.91245 3.99890 -1.33719
N -25.00578 5.28512 -0.99660
C -24.75846 5.63365 0.30722
C -24.31250 4.67979 1.25868
H -23.89851 2.62848 1.60159
H -24.56121 1.93833 -0.67740
H -25.20317 3.82993 -2.36350
H -24.80583 6.66666 0.61874
H -24.12934 4.99684 2.27472
C -25.82320 -0.47163 -5.64082
C -26.84316 0.40372 -5.28512
C -26.57528 1.48560 -4.45800
N -25.34013 1.67614 -3.91136
C -24.33650 0.83263 -4.23620
C -24.55516 -0.19841 -5.12983
H -25.90389 -1.19116 -6.44216
H -27.83670 0.27156 -5.68738
H -27.39354 2.16548 -4.27193
H -23.33159 1.05855 -3.91138
H -23.72650 -0.86888 -5.30357
C -33.83707 0.90223 -7.19488
C -32.75548 0.82387 -6.33678
C -31.46771 1.21594 -6.75913
N -31.22145 1.60312 -8.02684
C -32.31786 1.84782 -8.81473
C -33.59957 1.47399 -8.46149
H -34.81710 0.60786 -6.84953
H -32.84587 0.44876 -5.32806
H -30.63697 1.14118 -6.07308
H -32.15883 2.22239 -9.81513
H -34.44244 1.63745 -9.11667
C -22.70432 1.37746 -8.22253
C -22.45722 0.72866 -9.46529
C -21.34652 1.13616 -10.22059
N -20.45479 2.06634 -9.76813
C -20.76694 2.72455 -8.63842
C -21.82922 2.38933 -7.79728
H -23.46830 1.01793 -7.54912
H -23.09793 -0.04727 -9.85749
H -21.16010 0.75837 -11.21503
H -20.08109 3.52922 -8.41814
H -21.99418 2.97878 -6.90749
C -26.79515 0.29106 -0.40058
C -26.73667 0.00251 0.93988
C -27.04296 -1.28068 1.34798
N -27.36198 -2.29536 0.47301
C -27.34783 -2.04139 -0.85646
C -27.07502 -0.73375 -1.30601
H -26.60028 1.31412 -0.68657
H -26.40393 0.70836 1.68652
H -27.03617 -1.47118 2.41102
H -27.50402 -2.83317 -1.57417
H -27.14911 -0.55685 -2.36885
```

Results
- HOMO (eV) = -9.3
- SMILES string = CCOC(C)=O.CCOC(C)=O.c1ccncc1.c1ccncc1.c1ccncc1.c1ccncc1.c1ccncc1.c1ccncc1.c1ccncc1.c1ccncc1.c1ccncc1.c1ccncc1
- LUMO (Ha) = 0.0148
- Kohn-Sham gap (hartree) = 0.35579

4.
C11H18ClIMnN2O2P | ωB97M-V/def2-TZVPD

```
37
Properties=species:S:1:pos:R:3
C -1.38595 0.62550 -3.04734
C -0.48814 0.03492 -2.01415
H -1.32478 0.06944 -3.99867
H -1.11357 1.67405 -3.23263
H -2.42617 0.60259 -2.68738
O -0.85510 -1.02275 -1.35818
I -3.14308 2.13679 1.66508
Mn -1.73144 1.29567 -0.03545
P 1.34748 0.15792 -2.28612
C 2.13790 -1.22250 -1.47091
C 1.61697 0.02462 -4.05425
H 1.25531 2.41973 -1.49656
H 2.71730 2.08939 -2.48405
H 2.63336 1.51626 -0.79167
C 2.05227 1.69259 -1.70436
H 1.71544 1.02753 -4.49515
H 2.55613 -0.52301 -4.21715
H 2.84516 -1.68960 -2.17201
H 1.38278 -1.95646 -1.16259
H 0.80210 -0.51346 -4.55687
H 2.69345 -0.87892 -0.58946
C -2.44005 -0.51541 -0.27285
O -2.95633 -1.49770 0.08432
Cl -1.05376 3.15723 -1.09481
N 3.48393 -0.36117 2.89380
C 2.28485 -0.01341 2.36249
C 1.29161 -0.98821 2.12025
C 0.12621 -0.61350 1.47429
N -0.06362 0.64866 1.03066
C 0.81738 1.61810 1.37612
C 2.01252 1.32778 2.00987
H 3.68268 -1.31239 3.17181
H 4.19106 0.33293 3.09146
H 1.43884 -2.02595 2.41593
H -0.68324 -1.32141 1.30246
H 0.52612 2.63491 1.10625
H 2.73278 2.12002 2.21532
```

Results
- HOMO (spin up / spin down) (eV) = -15.3 / -15.3
- spin multiplicity = 5
- LUMO (spin up / spin down) (Ha) = -0.3570 / -0.3287
- ΔE to the lowest compared entry with this formula, charge and spin (kcal/mol) = 0.0
- Kohn-Sham gap (spin up / spin down) (hartree) = 0.20528 / 0.23452
- net charge = +2

5.
C25H70F12N5O5P2 | ωB97M-V/def2-TZVPD

```
119
Properties=species:S:1:pos:R:3
C 5.55319 -5.80807 2.14255
N 6.92630 -5.10579 1.94767
C 7.30723 -4.19915 3.14710
C 8.02342 -6.17328 1.78801
C 6.90804 -4.15943 0.70165
C 6.61516 -4.81323 -0.68520
O 7.65425 -5.78501 -1.06031
H 4.82533 -5.01904 2.33158
H 5.75179 -6.59817 2.86672
H 5.28128 -6.34047 1.23112
H 7.43140 -4.78211 4.05969
H 6.57656 -3.42648 3.38624
H 8.28726 -3.81038 2.87051
H 7.99732 -6.80730 2.67427
H 9.00105 -5.74703 1.56302
H 7.72374 -6.86424 1.00006
H 7.84786 -3.60741 0.71350
H 6.16540 -3.39017 0.91332
H 6.71373 -4.08947 -1.49425
H 5.57735 -5.14407 -0.64529
H 7.90341 -5.61405 -1.97151
C -7.94974 -4.61326 0.78820
N -7.17489 -5.39206 -0.33406
C -5.65577 -5.17141 -0.05980
C -7.38574 -6.91006 -0.16065
C -7.62028 -4.87402 -1.68766
C -6.56557 -5.06086 -2.82452
O -6.19466 -6.42133 -3.05992
H -7.65435 -4.89819 1.79798
H -9.00610 -4.88172 0.80060
H -7.69832 -3.55921 0.67052
H -5.32504 -5.26102 0.97493
H -5.54466 -4.10856 -0.27455
H -5.10712 -5.79599 -0.76478
H -8.44975 -7.08441 -0.32064
H -7.13178 -7.26522 0.83807
H -6.83104 -7.49386 -0.89523
H -7.63667 -3.80509 -1.47499
H -8.60146 -5.26372 -1.95883
H -5.74471 -4.35162 -2.71843
H -6.95399 -4.63461 -3.74947
H -5.52637 -6.40644 -3.74895
C -4.03998 6.20982 -0.36072
N -4.78400 5.48807 -1.52425
C -6.13395 6.19218 -1.61228
C -3.93197 5.69990 -2.74997
C -4.94362 3.91642 -1.26539
C -5.54593 3.04583 -2.37094
O -6.82197 3.35405 -2.72118
H -4.65727 6.15107 0.53571
H -3.95852 7.25298 -0.66611
H -3.10731 5.66843 -0.20225
H -6.70354 6.15872 -0.68355
H -6.67146 5.62983 -2.37579
H -6.01469 7.25293 -1.83292
H -3.76386 6.76798 -2.88794
H -4.55639 5.41255 -3.59593
H -3.01686 5.11756 -2.64251
H -5.35722 3.71265 -0.27770
H -3.92381 3.55386 -1.13637
H -5.53308 2.01141 -2.02758
H -4.84858 3.00647 -3.20774
H -7.04003 2.92882 -3.55378
C 3.99515 2.83335 -4.59276
N 5.42833 2.83425 -4.95186
C 6.00215 4.03710 -4.06804
C 6.05174 1.54610 -4.32721
C 5.81880 2.90690 -6.46132
C 5.33759 1.74967 -7.28792
O 3.98837 1.81543 -7.38134
H 3.89803 2.92978 -3.51139
H 3.63245 1.91150 -5.04746
H 3.51402 3.68370 -5.07597
H 5.39577 4.90436 -4.32930
H 7.04635 4.02797 -4.38058
H 5.85751 3.67179 -3.05132
H 5.83190 1.55906 -3.25968
H 7.11680 1.42548 -4.52523
H 5.50303 0.75898 -4.84436
H 6.90631 2.90641 -6.53503
H 5.66748 3.91521 -6.84673
H 5.69487 0.75774 -7.01128
H 5.70420 1.83201 -8.31111
H 3.69751 2.54698 -7.93074
C 0.52677 3.11948 6.54490
N 1.40816 2.66644 5.34637
C 1.32860 1.14608 5.25296
C 0.77752 3.24118 4.06983
C 2.89431 3.06976 5.38624
C 3.24594 4.60037 5.79725
O 3.52417 4.58527 7.21218
H -0.50674 2.78896 6.44146
H 0.55141 4.19974 6.68813
H 0.93540 2.60038 7.41189
H 0.41660 0.87200 4.72265
H 1.29556 0.68058 6.23802
H 2.19121 0.77723 4.69801
H -0.20217 2.76352 4.05757
H 1.44613 2.89787 3.28042
H 0.83760 4.32915 4.09884
H 3.43735 2.71192 4.51149
H 3.29028 2.44867 6.18969
H 2.41206 5.22502 5.47695
H 4.16426 4.89470 5.28915
H 3.69418 5.46406 7.55922
P 0.09313 -1.27862 -1.33736
F 1.25461 -0.35501 -0.67646
F -0.45756 0.07327 -2.05473
F 1.10983 -1.63239 -2.62127
F -1.10867 -2.09017 -2.08388
F 0.63306 -2.60737 -0.60902
F -1.01194 -0.89974 -0.20655
P -6.42259 0.70165 4.96219
F -7.53311 1.15695 3.90803
F -7.28585 1.48487 6.12863
F -7.48480 -0.54554 5.25940
F -5.28335 0.26605 6.04076
F -5.62879 -0.04251 3.79642
F -5.58995 2.13786 4.79213
```

Results
- HOMO (eV) = -13.3
- LUMO (Ha) = -0.1899
- ΔE to the lowest compared entry with this formula, charge and spin (kcal/mol) = 103.4
- Kohn-Sham gap (hartree) = 0.29721
- net charge = +3

6.
C5H5N2O3 | ωB97M-V/def2-TZVPD

```
15
Properties=species:S:1:pos:R:3
C 0.96463 1.35063 0.18403
C -1.64059 -1.08252 1.37868
C 1.77162 3.24235 1.30776
C 1.51784 0.23848 -0.53905
C -0.55526 -1.95297 1.17590
N 1.83686 2.37643 0.45929
N -2.43663 -0.25479 1.35157
O 2.73006 0.48198 -1.15242
O 1.80617 4.33641 1.84262
O 0.90121 -0.77732 -0.85805
H -0.81824 -2.95459 1.11656
H 0.05327 -1.72430 2.05344
H 0.00442 -1.49664 0.21232
H 3.13927 1.14569 -0.63254
H -0.02637 1.30191 0.63857
```

Results
- HOMO (eV) = -2.9
- LUMO (Ha) = 0.1296
- ΔE to the lowest compared entry with this formula, charge and spin (kcal/mol) = 30.6
- Kohn-Sham gap (hartree) = 0.23446
- net charge = -1

| no. | maximum force (eV/A) |
| --- | --- |
| 1 | 4.8 |
| 2 | 3.0 |
| 3 | 3.6 |
| 4 | 7.7 |
| 5 | 3.6 |
| 6 | 3.5 |